Record 1
This record from OMol25 describes a molecular structure, C42H57Br4N2O5W in a non-equilibrium geometry. The level of theory is the ωB97M-V functional and the def2-TZVPD basis.

```
! wB97M-V def2-TZVPD RIJCOSX def2/J DEFGRID3
* xyz 1 1
W -1.3544 0.2945 -0.9630
C -4.6740 -0.7469 -1.1476
N -3.5976 -0.4756 -0.1026
C -4.1981 0.4319 0.9164
C -3.3794 -1.8049 0.5872
C -2.1037 -1.8982 1.4640
N -0.8851 -1.3832 0.8079
C 0.0402 -0.8988 1.9150
C -0.4206 0.4053 2.5379
C -0.3304 0.5187 3.9570
C -0.7219 1.7299 4.6059
C -0.8979 2.8482 3.7766
C -0.7609 2.8396 2.4340
C -0.9047 1.5429 1.8001
O -1.5601 1.4241 0.6330
C -0.5609 4.1401 1.6561
C -1.8027 4.7680 1.0082
C 0.0297 5.2036 2.5599
C 0.4488 3.9689 0.4907
C -0.8360 1.9995 6.1101
C -0.8175 0.6205 6.7743
C 0.4060 2.7542 6.6654
C -2.1244 2.8348 6.3414
C -0.2258 -2.5417 0.1888
C 1.0673 -2.2491 -0.5440
C 1.7297 -3.4386 -1.0668
C 2.7183 -3.2076 -1.9834
C 3.1022 -1.8834 -2.2766
C 2.5399 -0.7423 -1.6665
C 1.3289 -0.9427 -0.9175
O 0.5886 0.1153 -0.5393
C 3.2991 0.6085 -1.8385
C 2.2988 1.6280 -2.3755
C 4.5060 0.5585 -2.7890
C 3.8093 1.0154 -0.4804
C 3.2678 -4.4742 -2.7385
C 2.9350 -4.3875 -4.2495
C 4.8105 -4.5990 -2.5034
C 2.4984 -5.7913 -2.2297
H -5.5363 -1.1883 -0.6432
H -4.8152 0.2658 -1.5946
H -4.2648 -1.3991 -1.9374
H -4.8264 -0.1186 1.6632
H -3.3260 0.8440 1.4780
H -4.6765 1.2424 0.3832
H -4.2736 -2.0244 1.1769
H -3.3145 -2.4852 -0.2100
H -2.2674 -1.3592 2.4344
H -2.0012 -2.9586 1.7610
H 0.1347 -1.6564 2.7201
H 1.0262 -0.8167 1.5447
H -0.1077 -0.3684 4.5222
H -1.1541 3.8050 4.2611
H -2.3844 5.1442 1.8409
H -1.5208 5.5778 0.3599
H -2.3613 3.9966 0.4323
H -0.6682 5.6213 3.3336
H 0.9015 4.7966 3.1378
H 0.4279 6.0175 1.9444
H -0.0122 3.3838 -0.3425
H 0.6919 4.9319 0.1151
H 1.3306 3.4749 0.8175
H 0.1612 0.1363 6.7194
H -1.1179 0.7564 7.8115
H -1.5310 -0.0663 6.3090
H 1.2787 2.1484 6.6377
H 0.5988 3.6707 6.1182
H 0.2767 3.1116 7.6797
H -2.9586 2.3945 5.8364
H -2.3601 2.7735 7.4089
H -1.9817 3.8839 6.0867
H -0.0274 -3.1617 1.0154
H -1.0161 -2.9893 -0.4492
H 1.4639 -4.3980 -0.5956
H 3.8760 -1.7233 -3.0342
H 1.7424 1.2567 -3.2718
H 1.5348 1.8654 -1.6149
H 2.8323 2.5185 -2.6389
H 4.0863 0.5798 -3.8019
H 5.1185 1.4533 -2.6192
H 5.1966 -0.3107 -2.6811
H 3.0156 1.1653 0.2417
H 4.5419 0.3215 0.0448
H 4.3161 1.9438 -0.5402
H 3.4876 -3.4844 -4.6105
H 3.2439 -5.2725 -4.7594
H 1.9105 -4.3091 -4.3710
H 5.3820 -3.7316 -2.8880
H 5.0922 -4.8089 -1.4687
H 5.1734 -5.4702 -3.1018
H 1.4238 -5.6255 -2.2956
H 2.8350 -6.6215 -2.8577
H 2.8500 -5.8534 -1.1597
Br 0.6201 -2.8708 -6.8820
C -0.4699 -2.1398 -5.5261
C -1.4855 -2.9983 -5.0314
Br -2.1046 -4.3967 -6.0567
C -2.1178 -2.7182 -3.7911
Br -3.6831 -3.6951 -3.1537
C -1.6187 -1.6640 -3.0278
O -2.0646 -1.3831 -1.7993
C -0.7115 -0.7527 -3.5625
O -0.4936 0.3140 -2.8199
C -0.1808 -0.9671 -4.8755
Br 1.0321 0.3735 -5.5307
C -1.9659 2.6976 -3.1637
C -2.3846 1.8358 -1.9621
O -3.5384 1.9342 -1.5523
H -0.8745 2.9346 -3.1618
H -2.5606 3.6584 -3.1074
H -2.1135 2.1723 -4.1627
*
```

Properties
ΔE to the lowest compared entry with this formula, charge and spin   34.0 kcal/mol
Energy   -339684.598 eV
LUMO (spin up / spin down)   -0.1890 / -0.1890 hartree
Gap between HOMO and LUMO (spin up / spin down)   5.4039 / 5.4045 eV
Maximum force   0.073 hartree/bohr

Record 2
This record from OMol25 describes a molecular structure, C42H58AsFN6O5Ru. The level of theory is the ωB97M-V functional and the def2-TZVPD basis.

```
! wB97M-V def2-TZVPD RIJCOSX def2/J DEFGRID3
* xyz 2 5
Ru -0.4460 -0.1076 1.4028
F 0.6352 0.1216 -5.1606
C 1.3165 0.8685 -4.2664
C 0.9256 0.8634 -2.9617
C 1.5856 1.6814 -2.0399
C 1.1275 1.7058 -0.6540
O 0.0619 1.1065 -0.3748
C 1.9015 2.4775 0.2483
C 2.9145 3.2478 -0.2450
N 3.3199 3.2635 -1.5302
C 4.3687 4.1746 -1.9592
C 5.5321 4.4238 -1.0587
C 5.7216 3.6278 -2.3149
C 2.6575 2.4716 -2.4634
C 3.0519 2.4410 -3.8070
C 2.3857 1.6535 -4.7249
N 2.7950 1.6759 -6.0862
C 2.5895 0.5110 -6.9302
C 3.5883 0.5350 -8.0707
N 3.3992 1.8183 -8.8490
C 3.5633 3.0302 -7.9609
C 2.5847 2.9189 -6.8107
C 1.6261 2.5787 1.7266
O 1.9638 3.5928 2.3110
O 1.0731 1.5362 2.2707
H 0.0841 0.2589 -2.6357
H 3.4298 3.9166 0.4311
H 3.9926 5.0097 -2.5365
H 5.5874 3.8880 -0.1207
H 5.9072 5.4364 -1.0188
H 5.8663 2.5606 -2.2020
H 6.2476 4.0793 -3.1457
H 3.9071 3.0192 -4.1314
H 1.5708 0.4638 -7.3396
H 2.7505 -0.4021 -6.3642
H 3.4510 -0.2950 -8.7593
H 4.6106 0.5471 -7.7010
H 2.4560 1.8259 -9.2423
H 4.0412 1.8606 -9.6397
H 3.3916 3.9160 -8.5672
H 4.5915 3.0141 -7.6081
H 1.5557 2.9878 -7.2004
H 2.7336 3.7718 -6.1542
C 3.3278 -2.6672 1.0947
C 2.0587 -1.8972 0.9360
N 1.7423 -0.8816 1.6462
O 2.6126 -0.5255 2.6317
C 1.0348 -2.2395 -0.0649
C 1.1625 -3.2379 -1.1614
N -0.0363 -1.5244 0.0556
O -1.0526 -1.5516 -0.7103
H 3.7185 -2.5515 2.1013
H 4.0847 -2.2976 0.3969
H 3.1650 -3.7240 0.8848
H 2.2495 0.3644 2.8628
H 2.1979 -3.5497 -1.2951
H 0.7904 -2.8098 -2.0936
H 0.5556 -4.1237 -0.9583
C -0.8702 1.6908 4.7308
As -1.5681 1.6874 2.9340
C -1.3991 3.5376 2.4194
C -3.4798 1.6320 3.2753
H -1.3406 2.5060 5.2769
H 0.2039 1.8436 4.6814
H -1.0931 0.7478 5.2278
H -2.0124 4.1225 3.1011
H -1.7606 3.6717 1.4015
H -0.3614 3.8540 2.4901
H -3.6958 2.3618 4.0545
H -3.8091 0.6480 3.5992
H -4.0188 1.9033 2.3694
C -4.5340 1.4188 -1.3533
C -4.5299 0.3235 -0.3150
C -5.6974 -0.3842 -0.0016
C -5.7070 -1.4197 0.9437
C -6.9721 -2.1870 1.2441
C -4.5383 -1.7334 1.5952
C -3.3220 -1.0244 1.3400
C -3.3697 -0.0056 0.3413
N -2.1570 -1.2383 1.9806
C -1.9387 -2.2715 3.0440
C -2.0954 -3.7009 2.4809
C -1.7816 -4.7249 3.5799
C -0.3285 -4.5645 4.0367
C -0.1301 -3.1558 4.6031
C -1.0443 -2.9484 5.8103
C -2.4992 -3.0993 5.3602
C -2.7220 -4.5003 4.7726
C -2.8143 -2.0381 4.2982
C -0.4810 -2.1415 3.5073
H -5.4949 1.4808 -1.8619
H -3.7616 1.2436 -2.1036
H -4.3355 2.3905 -0.8965
H -6.6204 -0.1341 -0.5163
H -7.7999 -1.8501 0.6224
H -7.2645 -2.0621 2.2879
H -6.8313 -3.2546 1.0674
H -4.5631 -2.5417 2.3007
H -2.4691 0.5261 0.0620
H -1.4123 -3.8154 1.6316
H -3.0980 -3.8710 2.0984
H -1.9323 -5.7257 3.1712
H 0.3504 -4.7313 3.1923
H -0.0865 -5.3109 4.7983
H 0.9122 -3.0124 4.8935
H -0.8848 -1.9545 6.2427
H -0.8089 -3.6793 6.5885
H -3.1655 -2.9422 6.2096
H -3.7651 -4.6195 4.4599
H -2.5317 -5.2554 5.5404
H -2.5941 -1.0434 4.6975
H -3.8756 -2.0580 4.0680
H 0.1728 -2.3256 2.6564
H -0.3014 -1.1237 3.8780
*
```

Properties
ΔE to the lowest compared entry with this formula, charge and spin   8.3 kcal/mol
Energy   -129795.537 eV
LUMO (spin up / spin down)   -0.1681 / -0.2164 hartree
Gap between HOMO and LUMO (spin up / spin down)   7.5067 / 6.2029 eV
Maximum force   0.016 hartree/bohr

Record 3
This record from OMol25 describes a molecular structure, C42H58BrN8O9RbS3 in a non-equilibrium geometry. The level of theory is the ωB97M-V functional and the def2-TZVPD basis.

```
! wB97M-V def2-TZVPD RIJCOSX def2/J DEFGRID3
* xyz -2 1
Rb 0.6766 1.7291 2.6025
C 1.3416 -6.9179 0.4233
C 1.0350 -5.7603 -0.5386
C 2.3152 -5.4344 -1.3124
C -0.0358 -6.2219 -1.5391
C 0.5117 -4.5402 0.2116
C 0.8518 -3.2627 -0.1192
C 0.3150 -2.1348 0.5577
N 0.6403 -0.8674 0.2331
C 1.0941 -0.5175 -0.9540
C 0.8645 -1.2438 -2.1757
C 1.4496 -0.8872 -3.3409
C 2.3826 0.2103 -3.3080
C 2.6241 1.0072 -2.2403
C 1.8319 0.7699 -1.0038
O 1.8110 1.5595 -0.0686
C 3.6409 2.1492 -2.3843
C 3.1664 3.1189 -3.4762
C 3.8910 2.9638 -1.1101
C 4.9901 1.5421 -2.8074
C 1.1655 -1.5598 -4.6770
C 0.5574 -0.5371 -5.6472
C 0.1876 -2.7250 -4.5272
C 2.4717 -2.1074 -5.2708
C -0.5643 -2.3001 1.7248
O -1.0587 -1.3151 2.2941
C -0.8878 -3.6946 2.0756
C -0.3993 -4.6997 1.2911
C -1.7507 -4.1019 3.2817
C -3.0530 -4.7409 2.7732
C -0.9794 -5.1353 4.1237
C -2.1367 -2.9639 4.2289
H 1.8737 -7.7140 -0.1043
H 0.4327 -7.3541 0.8395
H 1.9630 -6.5813 1.2549
H 2.7168 -6.3444 -1.7655
H 3.0777 -5.0104 -0.6567
H 2.1314 -4.7197 -2.1170
H 0.2868 -7.1205 -2.0750
H -0.2381 -5.4367 -2.2702
H -0.9718 -6.4477 -1.0239
H 1.6145 -3.0750 -0.8611
H 0.1315 -2.0386 -2.1346
H 2.9048 0.4341 -4.2335
H 2.1877 3.5258 -3.2251
H 3.0943 2.6297 -4.4506
H 3.8670 3.9546 -3.5639
H 3.0208 3.5439 -0.8140
H 4.7174 3.6527 -1.3125
H 4.1561 2.3406 -0.2579
H 4.9260 1.0296 -3.7692
H 5.3348 0.8223 -2.0632
H 5.7416 2.3313 -2.8924
H -0.3733 -0.1342 -5.2436
H 0.3428 -1.0037 -6.6130
H 1.2343 0.3016 -5.8194
H -0.7792 -2.3922 -4.1462
H 0.5747 -3.4870 -3.8471
H 0.0224 -3.1934 -5.5006
H 3.1922 -1.3136 -5.4710
H 2.2720 -2.6236 -6.2140
H 2.9378 -2.8152 -4.5824
H -0.6916 -5.7134 1.5427
H -2.8581 -5.6122 2.1435
H -3.6261 -4.0190 2.1878
H -3.6729 -5.0592 3.6167
H -0.7547 -6.0471 3.5678
H -1.5708 -5.4143 4.9999
H -0.0358 -4.7112 4.4712
H -2.8372 -2.2728 3.7689
H -1.2738 -2.3895 4.5604
H -2.6183 -3.4024 5.1085
N -1.9316 5.9387 1.8569
C -2.9813 5.0613 1.9384
N -2.8725 3.8111 1.6119
C -4.0565 3.1423 1.7991
C -5.1041 3.9006 2.2257
S -4.5724 5.5311 2.4588
C -4.0925 1.6944 1.5504
C -4.8092 0.7894 2.2600
S -4.4718 -0.7957 1.6778
C -3.3841 -0.1063 0.5098
N -3.3011 1.1815 0.5476
N -2.7658 -0.8823 -0.4486
H -1.0692 5.4609 2.1461
H -2.0675 6.7580 2.4322
H -6.1213 3.5922 2.3940
H -5.4104 0.9567 3.1351
H -2.4286 -1.7694 -0.1003
H -2.0335 -0.3603 -0.9127
C -0.7462 3.7206 -3.4505
C -0.1200 4.3731 -2.2523
C 0.4830 5.6247 -2.3530
C 1.0814 6.2013 -1.2503
C 1.0602 5.4658 -0.0731
Br 1.9472 6.1895 1.4513
N 0.5103 4.2877 0.0612
C -0.0961 3.7618 -1.0031
H -0.4919 4.2720 -4.3574
H -1.8299 3.6784 -3.3662
H -0.3952 2.6928 -3.5649
H 0.4956 6.1399 -3.3075
H 1.5706 7.1627 -1.2940
H -0.5424 2.7834 -0.8552
O -2.8414 0.2250 4.5462
H -2.4285 1.1066 4.5215
H -2.2242 -0.3139 4.0338
N -3.9986 3.3281 -1.4964
C -3.4306 2.3715 -1.8775
H -4.2180 3.7331 -0.5942
C 0.1325 3.8518 5.9834
S -0.8924 3.9153 4.5298
O -0.0215 4.4203 3.4591
O -2.0167 4.7850 4.8475
O -1.2823 2.5225 4.2798
H 0.2882 4.8722 6.3296
H 1.0829 3.3779 5.7382
H -0.3935 3.2708 6.7381
O 3.3882 1.2686 3.1754
N 2.8629 1.4401 4.2958
O 3.0732 2.4832 4.9364
O 2.0640 0.5836 4.7324
*
```

Properties
ΔE to the lowest compared entry with this formula, charge and spin   25.7 kcal/mol
Energy   -178048.423 eV
LUMO (spin up / spin down)   0.1205 / 0.1202 hartree
Gap between HOMO and LUMO (spin up / spin down)   5.5938 / 5.5743 eV
Maximum force   0.021 hartree/bohr

Record 4
This record from OMol25 describes 9 unconnected molecules or ions with the total composition C42H58INO28 in a non-equilibrium geometry. The level of theory is the ωB97M-V functional and the def2-TZVPD basis.

```
! wB97M-V def2-TZVPD RIJCOSX def2/J DEFGRID3
* xyz 0 1
C 4.9455 4.7543 -3.8135
C 6.1022 4.0813 -3.0113
I 5.3314 2.2441 -2.1625
C 6.7229 5.0377 -1.9158
C 8.1309 5.3495 -2.3638
C 8.4339 6.2386 -3.2754
C 9.8970 6.3949 -3.6374
O 10.4034 7.4445 -3.8167
C 10.6602 5.0825 -3.6973
C 11.6907 4.7814 -4.7758
O 11.1217 3.7809 -5.6610
N 11.4110 2.5015 -5.1722
O 10.4474 1.8418 -5.0970
C 10.3782 4.2155 -2.7560
C 9.3031 4.5953 -1.7535
O 9.3883 4.3578 -0.6055
H 4.6768 5.7434 -3.4216
H 5.2803 4.8654 -4.8525
H 4.0250 4.1655 -3.8202
H 6.8683 3.7939 -3.7332
H 6.7058 4.4818 -0.9776
H 6.0962 5.9312 -1.9056
H 7.6731 6.8227 -3.7888
H 12.6378 4.4015 -4.3823
H 11.8153 5.6635 -5.4083
H 10.8653 3.2455 -2.7018
C 5.3762 -3.2261 -2.3939
C 4.0320 -2.6070 -2.0903
C 2.9129 -3.1533 -2.9371
O 2.0170 -2.0342 -3.0117
C 2.7661 -0.9124 -2.8740
O 2.3703 0.1873 -3.1086
O 4.0167 -1.2068 -2.4399
H 6.1132 -2.9209 -1.6499
H 5.3157 -4.3149 -2.3907
H 5.7479 -2.8901 -3.3637
H 3.8045 -2.6942 -1.0272
H 2.4274 -4.0055 -2.4833
H 3.2244 -3.4186 -3.9483
C -1.0418 -3.2363 -6.3033
C -0.2405 -4.5028 -6.1069
C -1.0034 -5.6071 -5.4196
O 0.0342 -6.3218 -4.7394
C 1.0301 -5.4328 -4.4922
O 1.9425 -5.6253 -3.7527
O 0.8479 -4.2882 -5.1957
H -0.5016 -2.5383 -6.9432
H -2.0065 -3.4491 -6.7658
H -1.2043 -2.7299 -5.3508
H 0.1757 -4.8408 -7.0598
H -1.5237 -6.2563 -6.1210
H -1.7172 -5.2390 -4.6777
C -1.3973 -2.8809 1.0267
C -0.1497 -3.3618 0.3232
C 0.2204 -4.7878 0.6426
O 1.6445 -4.7755 0.5019
C 2.0572 -3.5086 0.7632
O 3.1918 -3.1964 0.9481
O 1.0116 -2.6484 0.7821
H -1.7057 -1.9122 0.6366
H -2.2229 -3.5806 0.8930
H -1.2158 -2.7443 2.0934
H -0.2388 -3.2071 -0.7563
H -0.2289 -5.5015 -0.0454
H -0.0263 -5.0769 1.6678
C 0.5673 2.4117 -4.1921
C 0.5012 3.8734 -4.5699
C -0.6997 4.5937 -4.0117
O -0.9342 5.6106 -4.9911
C -0.4585 5.1401 -6.1751
O -0.6870 5.6293 -7.2337
O 0.3089 4.0354 -5.9853
H 1.5260 1.9857 -4.4791
H 0.4428 2.2729 -3.1183
H -0.2007 1.8413 -4.7178
H 1.4312 4.3790 -4.2934
H -0.5069 5.0353 -3.0359
H -1.5884 3.9602 -3.9470
C -0.8854 0.8651 4.2757
C -2.3057 0.7638 3.7679
C -3.2905 0.3251 4.8187
O -4.2825 -0.3568 4.0405
C -3.6614 -0.8326 2.9337
O -4.1402 -1.6356 2.1937
O -2.4290 -0.2835 2.7856
H -0.2466 1.3392 3.5299
H -0.8378 1.4535 5.1928
H -0.4680 -0.1263 4.4642
H -2.6111 1.7016 3.3018
H -3.7289 1.1608 5.3572
H -2.8708 -0.3748 5.5338
C -8.7383 2.8076 1.7820
C -7.4938 2.3268 1.0657
C -7.1223 0.9030 1.3761
O -5.7003 0.9087 1.2263
C -5.2839 2.1712 1.4906
O -4.1473 2.4781 1.6806
O -6.3272 3.0370 1.5173
H -9.0451 3.7787 1.3878
H -9.5620 2.1094 1.6530
H -8.5519 2.9425 2.8454
H -7.5918 2.4830 -0.0127
H -7.5795 0.1943 0.6871
H -7.3567 0.6113 2.3946
C -2.8616 -4.3153 9.1624
C -2.3106 -3.1520 8.3701
C -1.3671 -2.2742 9.1534
O -1.5554 -0.9957 8.5396
C -2.8150 -0.9778 8.0349
O -3.3740 0.0007 7.6552
O -3.3521 -2.2256 8.0204
H -3.4008 -5.0013 8.5083
H -2.0622 -4.8693 9.6554
H -3.5736 -3.9693 9.9130
H -1.8474 -3.5074 7.4455
H -0.3304 -2.5940 9.0690
H -1.6307 -2.1953 10.2113
C -8.9566 -3.6021 5.1500
C -8.4228 -2.4403 4.3443
C -7.4630 -1.5618 5.1064
O -7.6672 -0.2864 4.4941
C -8.9354 -0.2692 4.0146
O -9.4923 0.7167 3.6435
O -9.4740 -1.5136 4.0138
H -9.5092 -4.2896 4.5088
H -8.1463 -4.1545 5.6270
H -9.6528 -3.2551 5.9149
H -7.9789 -2.7965 3.4108
H -6.4273 -1.8790 5.0006
H -7.7045 -1.4808 6.1696
*
```

Properties
SMILES   C[C@H](I)CC1=CC(=O)C(CON=O)=CC1=O.C[C@@H]1COC(=O)O1.C[C@@H]1COC(=O)O1.C[C@@H]1COC(=O)O1.C[C@@H]1COC(=O)O1.C[C@@H]1COC(=O)O1.C[C@@H]1COC(=O)O1.C[C@@H]1COC(=O)O1.C[C@@H]1COC(=O)O1
Energy   -111413.200 eV
LUMO   -0.0223 hartree
Gap between HOMO and LUMO   8.3826 eV
Maximum force   0.053 hartree/bohr

Number 2 is which compound?
C42H58AsFN6O5Ru

Which formula does entry 3 have?
C42H58BrN8O9RbS3

Which formula does entry 3 have?
C42H58BrN8O9RbS3